Computed, not measured: a structure of composition C44H44ClN8O4Re, with ωB97M-V with the def2-TZVPD basis set.

Atoms and positions in Å:
Re  -0.2299  -0.3933  -0.9773
Cl  6.3867  -3.4194  -2.2943
C  4.6914  -3.1017  -2.2956
C  3.7981  -4.1721  -2.0839
C  2.4558  -3.9458  -2.0501
C  1.8971  -2.6375  -2.2257
O  0.6521  -2.4626  -2.1894
C  2.8334  -1.5492  -2.4404
C  2.3903  -0.2279  -2.6329
N  1.1521  0.2197  -2.5046
C  0.7854  1.4238  -3.0717
C  1.6039  2.2835  -3.7954
C  1.0908  3.4364  -4.3849
C  -0.2507  3.7174  -4.3409
C  -1.1269  2.8645  -3.6443
C  -2.5203  3.0667  -3.5952
C  -3.2896  2.2016  -2.8590
C  -2.6795  1.1624  -2.1540
N  -1.3753  0.9307  -2.1938
C  -0.5963  1.7450  -2.9533
C  4.2168  -1.8307  -2.4905
H  4.1912  -5.1692  -1.9572
H  1.7607  -4.7604  -1.9126
H  3.1660  0.4749  -2.9224
H  2.6561  2.0823  -3.9053
H  1.7657  4.1016  -4.8998
H  -0.6534  4.5818  -4.8419
H  -2.9576  3.8962  -4.1288
H  -4.3595  2.3164  -2.8060
H  -3.2740  0.5144  -1.5278
H  4.9090  -1.0230  -2.6747
C  -3.3301  -2.5679  -3.3011
C  -4.2433  -2.9408  -2.3274
C  -3.9806  -2.6776  -0.9992
C  -2.7980  -2.0318  -0.6258
C  -1.8888  -1.6191  -1.6163
C  -2.1693  -1.9003  -2.9439
C  -2.4244  -1.7803  0.7581
C  -3.1497  -2.3344  1.8356
C  -2.6604  -2.2366  3.1032
C  -1.4721  -1.5130  3.3287
C  -0.8983  -1.4087  4.6121
C  0.2261  -0.6581  4.8198
C  0.7948  0.0371  3.7473
C  0.2669  -0.0620  2.4886
C  -0.8528  -0.8745  2.2174
N  -1.3151  -1.0646  0.9493
H  -3.5297  -2.7753  -4.3406
H  -5.1595  -3.4353  -2.6081
H  -4.7131  -2.9584  -0.2609
H  -1.4690  -1.5964  -3.7080
H  -4.0677  -2.8654  1.6486
H  -3.1612  -2.6941  3.9435
H  -1.3649  -1.9352  5.4308
H  0.6651  -0.5737  5.8008
H  1.6554  0.6655  3.9175
H  0.6957  0.5102  1.6915
C  -2.0693  4.8387  -0.6466
C  -2.6752  4.4455  0.6940
C  -1.7592  3.5212  1.5342
C  -2.4127  3.3497  2.9216
C  -1.6002  2.4975  3.8876
C  -0.4217  4.2188  1.6644
O  -0.2473  5.2076  2.3297
N  0.6156  3.6805  0.9309
C  0.5964  2.4525  0.2949
O  1.6280  1.9711  -0.1732
N  -0.5555  1.7826  0.2356
C  -1.7094  2.1762  0.8104
O  -2.7040  1.4760  0.7242
H  -2.8051  5.3832  -1.2328
H  -1.7607  3.9596  -1.2087
H  -1.2033  5.4831  -0.5115
H  -3.6185  3.9166  0.5388
H  -2.8701  5.3455  1.2792
H  -3.3878  2.8811  2.7726
H  -2.5582  4.3433  3.3483
H  -1.5303  1.4748  3.5244
H  -2.0876  2.4850  4.8603
H  -0.5942  2.8918  4.0211
H  1.5055  4.1675  0.9716
C  3.6323  -1.5717  2.7849
N  3.4067  -1.4679  1.3541
C  4.1246  -0.3632  0.7514
C  2.1938  -1.8636  0.8193
N  1.4911  -1.0198  0.1008
N  1.8271  -3.1378  1.0444
C  0.5323  -3.6847  0.6976
C  2.7335  -4.1039  1.6248
H  3.6213  -0.5749  3.2318
H  4.6023  -2.0297  2.9843
H  2.8521  -2.1578  3.2573
H  5.1298  -0.3654  1.1665
H  3.6779  0.6186  0.9436
H  4.1988  -0.5173  -0.3216
H  1.9630  -0.1119  0.0788
H  -0.0895  -3.7898  1.5916
H  0.6624  -4.6712  0.2504
H  0.0243  -3.0654  -0.0365
H  3.7583  -3.7515  1.5712
H  2.6621  -5.0331  1.0621
H  2.4726  -4.3268  2.6638

For the total energy, the calculation gives -2980.51138 hartree. The value obtained for the strongest force on any atom is 2.85 eV Å⁻¹. As for the spin multiplicity: 2. The energy above the lowest of the compared OMol25 structures with the same formula, charge and spin comes out at 36.9 kcal/mol. Its net charge is +1.

These are the Mulliken partial charges, in e, on atoms 1 to 99: number 1, Re, carries 1.450; number 2, Cl, carries -0.224; number 3, C, carries 0.140; number 4, C, carries -0.677; number 5, C, carries -0.309; number 6, C, carries 0.042; number 7, O, carries -0.279; number 8, C, carries -0.109; number 9, C, carries 0.469; number 10, N, carries 0.018; number 11, C, carries 0.087; number 12, C, carries -0.847; number 13, C, carries -1.168; number 14, C, carries -0.888; number 15, C, carries 1.283; number 16, C, carries -1.003; number 17, C, carries -0.927; number 18, C, carries -0.139; number 19, N, carries 0.937; number 20, C, carries -0.117; number 21, C, carries -0.844; number 22, H, carries 0.504; number 23, H, carries 0.513; number 24, H, carries 0.188; number 25, H, carries 0.464; number 26, H, carries 0.418; number 27, H, carries 0.483; number 28, H, carries 0.485; number 29, H, carries 0.479; number 30, H, carries 0.348; number 31, H, carries 0.524; number 32, C, carries -1.065; number 33, C, carries -0.989; number 34, C, carries -0.883; number 35, C, carries 2.351; number 36, C, carries -1.055; number 37, C, carries 0.192; number 38, C, carries 0.336; number 39, C, carries -1.433; number 40, C, carries -1.563; number 41, C, carries 1.362; number 42, C, carries -0.908; number 43, C, carries -1.250; number 44, C, carries -0.954; number 45, C, carries 0.264; number 46, C, carries 0.607; number 47, N, carries 0.880; number 48, H, carries 0.470; number 49, H, carries 0.435; number 50, H, carries 0.446; number 51, H, carries 0.513; number 52, H, carries 0.537; number 53, H, carries 0.535; number 54, H, carries 0.517; number 55, H, carries 0.495; number 56, H, carries 0.702; number 57, H, carries -0.612; number 58, C, carries -1.179; number 59, C, carries -1.339; number 60, C, carries 2.638; number 61, C, carries -1.665; number 62, C, carries -0.983; number 63, C, carries -0.611; number 64, O, carries -0.625; number 65, N, carries 0.277; number 66, C, carries -0.661; number 67, O, carries -0.609; number 68, N, carries 1.153; number 69, C, carries -0.779; number 70, O, carries -0.679; number 71, H, carries 0.524; number 72, H, carries 0.233; number 73, H, carries 0.325; number 74, H, carries 0.475; number 75, H, carries 0.469; number 76, H, carries 0.475; number 77, H, carries 0.469; number 78, H, carries 0.131; number 79, H, carries 0.585; number 80, H, carries 0.296; number 81, H, carries 0.357; number 82, C, carries -1.424; number 83, N, carries 0.077; number 84, C, carries -0.991; number 85, C, carries -0.220; number 86, N, carries 0.848; number 87, N, carries 0.843; number 88, C, carries -1.189; number 89, C, carries -1.305; number 90, H, carries 0.438; number 91, H, carries 0.361; number 92, H, carries 0.452; number 93, H, carries 0.457; number 94, H, carries 0.311; number 95, H, carries 0.118; number 96, H, carries -0.646; number 97, H, carries 0.377; number 98, H, carries 0.655; number 99, H, carries 0.144